1.
DFT (the ωB97M-V functional and the def2-TZVPD basis) results for a cluster of 11 separate species, C66H154O33 in total at a distorted geometry.

## Properties
Energy: -5089.07423 Ha
E_LUMO: 0.35 eV
Energy relative to the best compared isomer or geometry (same formula, charge and spin): 135.0 kcal per mole
Spin multiplicity: 1
HOMO-LUMO gap: 0.345 Ha
Structure (SMILES): COCCOCCOC.COCCOCCOC.COCCOCCOC.COCCOCCOC.COCCOCCOC.COCCOCCOC.COCCOCCOC.COCCOCCOC.COCCOCCOC.COCCOCCOC.COCCOCCOC

Last column: Löwdin charge in e.
Atoms and positions in Å:
H 8.79 -6.54 -3.13  0.1181
H 2.27 4.67 -5.57  0.1197
H 6.39 -7.78 -4.59  0.1191
C 4.95 7.25 0.20  -0.1700
C -2.48 -5.12 0.48  -0.1399
H 4.86 2.14 8.16  0.1196
H -3.95 -4.01 2.17  0.1274
C 0.22 5.10 -5.99  -0.1272
H -2.57 -1.30 -5.51  0.1226
C -5.32 3.36 -5.88  -0.1682
H 3.75 -7.08 0.55  0.1088
H -1.81 6.26 0.48  0.0786
H 2.78 2.33 -4.32  0.0917
C -2.63 5.60 -3.51  -0.1990
H 2.42 5.11 -0.25  0.1172
H 2.28 3.65 4.67  0.1131
H -4.96 6.79 -3.07  0.0831
H 0.74 2.27 1.01  0.0995
O 2.41 7.22 -0.01  -0.1486
H 5.07 6.26 -0.25  0.1116
H -2.18 4.07 -4.91  0.1246
H 6.65 -7.60 -2.85  0.1162
H -1.64 7.17 -0.87  0.0691
H -3.12 -2.30 3.72  0.1230
O 1.97 -5.77 1.82  -0.2091
O -2.83 -0.05 5.70  -0.2078
C 0.69 2.09 -0.06  -0.1416
C -4.32 7.26 -3.82  -0.0550
H 2.89 1.65 -0.29  0.1226
H 0.68 6.01 -6.38  0.1174
H -6.43 -2.98 -5.77  0.1222
H -4.74 2.08 -0.81  0.0823
C -5.93 7.72 -7.65  -0.1248
H 0.65 5.05 -2.05  0.0872
H -5.22 3.38 -8.56  0.1103
H 0.81 3.09 -0.49  0.1024
H -10.59 -2.01 -3.72  0.0882
O 1.01 3.17 -4.85  -0.2090
C 4.50 -6.20 -3.61  -0.1662
H -0.20 -0.44 -0.02  0.1199
H -2.14 -1.64 -3.89  0.0866
O -3.67 2.74 3.57  -0.1594
H -4.35 -2.60 -4.28  0.1159
H -2.04 0.27 7.60  0.0895
O -0.87 5.67 -5.20  -0.1492
H 6.72 9.33 -0.19  0.0851
H -1.39 -5.63 9.14  0.0912
H 0.65 -4.64 2.81  0.0815
H 1.79 0.76 -1.35  0.1131
C 6.35 8.76 -1.04  -0.1402
H -0.23 4.56 -6.82  0.1321
H -3.88 0.70 3.44  0.1289
O 4.21 2.68 4.98  -0.1675
H 3.92 -6.30 -4.53  0.1231
C 3.04 -0.75 0.71  -0.0972
H 10.56 -5.91 -4.78  0.0770
H 3.61 4.69 4.58  0.1339
C -0.96 0.33 0.09  -0.2168
C -3.23 1.46 3.89  -0.2125
H 2.51 4.06 2.60  0.1136
H -0.14 -0.51 5.81  0.1121
H -0.81 -3.31 9.35  0.1221
H -6.02 1.54 -4.78  0.1110
H -1.51 4.19 1.37  0.1001
H 0.35 -6.72 2.52  0.1208
H -2.14 4.11 5.01  0.0717
H 6.99 -11.19 1.07  0.0832
C -3.12 3.32 2.28  -0.0774
H 2.88 2.43 6.48  0.1216
H -0.37 4.07 4.75  0.0766
H 10.03 -4.85 -6.06  0.0875
C 5.62 2.81 2.44  -0.0915
H -4.97 7.78 -4.52  0.0680
H 2.03 -8.32 2.95  0.1230
C 5.00 -8.70 0.37  -0.2366
O 5.90 -5.97 -3.98  -0.1320
O -0.15 -2.08 7.88  -0.1422
H 6.32 9.59 -1.74  0.0859
C -3.25 -3.26 1.80  -0.2164
C 1.66 -8.30 1.92  -0.1691
H 7.05 -10.04 -0.13  0.0709
H -7.18 -0.84 -3.67  0.1167
H -1.39 1.78 -3.88  0.0835
H -0.99 4.31 -3.59  0.1052
O 5.36 -9.87 1.06  -0.1671
H -3.80 4.11 1.99  0.1216
H -3.80 -0.03 7.45  0.0870
C 9.83 -5.81 -5.59  -0.0865
H -4.78 -1.14 -3.40  0.1123
C 6.32 -10.69 0.37  -0.0913
C 1.78 2.49 -3.90  -0.1029
H 6.99 7.96 -1.41  0.0919
H 3.55 -0.76 -0.25  0.0878
H 2.82 -1.77 1.04  0.0651
O -3.52 6.20 -4.47  -0.1937
H -2.52 1.96 5.88  0.1167
H -4.84 4.32 -5.70  0.1015
H -0.89 -4.75 5.25  0.0776
O -7.02 3.29 -4.13  -0.1699
H -1.32 -3.89 -3.19  0.0826
H 6.54 3.04 1.90  0.0868
O -0.09 -5.06 7.60  -0.1698
C -1.64 3.83 2.39  -0.1729
H -3.79 -2.38 1.47  0.1199
H -2.69 -1.36 7.19  0.0827
H 4.05 3.74 6.73  0.1250
O -2.70 0.37 -4.28  -0.1967
C -2.48 -2.83 3.02  -0.1858
C 8.27 -6.84 -4.04  -0.2170
H -1.76 -2.11 2.63  0.1127
O -0.57 1.55 -0.46  -0.1085
H -2.13 -3.50 5.61  0.0901
H -0.85 0.78 -5.26  0.0941
C 3.32 3.66 4.36  -0.1593
H -3.39 -6.62 -0.81  0.1192
C 4.92 1.84 7.12  -0.1945
C -7.58 2.84 -2.90  -0.1011
H -0.48 -3.06 4.83  0.0783
C -7.30 -1.85 -4.06  -0.1745
C 3.92 2.73 6.34  -0.2201
H 5.92 -11.35 -0.40  0.0861
H 0.56 -6.80 0.82  0.1163
H 2.13 -0.01 3.80  0.0640
H 4.08 -4.24 -3.03  0.1231
C 0.14 -3.02 8.90  -0.2119
H 1.32 1.51 -3.85  0.0779
H -6.78 3.81 -8.82  0.1224
C -1.01 6.71 -0.11  -0.1116
H -9.63 -3.39 -3.06  0.0864
H 9.99 -6.67 -6.24  0.0840
O -6.33 3.53 -6.84  -0.1464
H 2.97 2.43 2.56  0.1132
O 2.71 -8.75 1.08  -0.1082
H 8.73 -7.81 -4.23  0.1192
H -2.20 1.36 3.55  0.1137
H -5.27 7.89 -8.50  0.0845
C 4.01 -5.22 -2.56  -0.1744
H 1.34 0.32 6.09  0.1040
H -7.19 -1.51 -6.18  0.1276
O -3.35 0.68 -0.14  -0.1714
C -5.97 4.05 -8.13  -0.1460
O -8.70 -2.06 -4.37  -0.2020
C 0.78 5.94 -1.44  -0.1781
H 0.79 -2.61 9.67  0.1246
C 4.44 -4.40 -0.44  -0.1532
O 4.73 -5.41 -1.33  -0.1734
H 2.88 6.05 -1.64  0.1210
H -9.45 -1.68 -2.51  0.0834
H -0.82 0.13 -3.68  0.0758
H -1.42 -5.36 0.54  0.0947
C 1.11 -6.91 1.75  -0.1948
H -8.57 2.42 -3.08  0.0847
H 5.90 -8.10 0.29  0.1247
H 1.90 -1.61 3.15  0.0620
O -1.73 -3.92 3.60  -0.2228
H 1.04 -0.38 8.27  0.1196
H 5.74 7.32 0.95  0.1214
H -4.24 1.45 5.80  0.1285
C 1.93 1.14 -0.33  -0.1543
H 1.94 -1.84 7.81  0.1231
H 5.99 2.79 3.46  0.0741
H -3.37 2.64 1.47  0.0988
C -3.81 1.60 -1.10  -0.1173
O 4.54 3.72 2.13  -0.1680
H -5.36 7.86 -6.73  0.0684
C 3.54 7.24 0.84  -0.1883
C -4.39 -1.52 -4.34  -0.2034
H 3.38 -4.29 -0.20  0.0720
H -6.97 -2.51 -3.25  0.1221
C 1.31 4.55 -5.06  -0.1780
H 1.81 3.04 -2.96  0.0778
H 1.98 -3.76 1.93  0.0684
H 5.05 -4.39 0.47  0.1019
H -1.26 5.62 5.17  0.0947
C 3.90 -8.01 1.10  -0.2099
H -0.49 7.50 0.44  0.0973
O 1.88 0.03 0.57  -0.2238
H -4.04 1.12 -2.05  0.0628
H 0.43 6.69 -2.14  0.1342
H 1.65 -4.04 7.92  0.1223
H 1.11 -4.85 9.36  0.1301
O -5.27 -1.25 -5.38  -0.1565
H -3.12 2.40 -1.37  0.0813
H -7.65 3.58 -2.11  0.0782
H -4.61 2.68 -6.34  0.1169
O 1.41 -1.49 5.15  -0.2147
C 6.76 -7.11 -3.81  -0.1652
H 5.35 1.76 2.27  0.0768
H 4.28 -7.22 -3.27  0.1137
H 0.51 -0.63 3.36  0.0791
O -6.42 6.41 -7.63  -0.1784
C -3.05 -5.59 -0.90  -0.1916
C -1.90 -3.85 -2.27  -0.0737
C -2.81 -0.29 7.06  -0.1324
H -2.21 -0.43 -1.52  0.1227
C 0.76 -4.35 8.46  -0.2009
C -2.86 -1.07 -4.48  -0.1246
H 0.94 -9.12 1.88  0.1342
H 4.26 -7.76 2.10  0.1390
C -2.25 -0.16 -0.46  -0.1619
O 5.08 8.27 -0.80  -0.1838
H -0.96 0.36 1.18  0.1219
C -1.27 4.66 4.64  -0.1035
C 1.47 -0.87 3.83  -0.0729
C -5.87 2.60 -4.59  -0.1534
C -1.29 -3.78 4.97  -0.0492
O 4.71 0.44 6.99  -0.1787
H -2.12 6.34 -2.90  0.0998
H 1.41 5.11 -4.13  0.1078
C -1.64 4.81 -4.32  -0.1754
C -0.86 -5.97 8.25  -0.1492
O 8.55 -5.79 -4.92  -0.1828
C -1.40 0.79 -4.32  -0.1571
H -3.68 7.97 -3.31  0.0799
H -4.53 5.66 -7.56  0.1175
H -6.78 8.39 -7.69  0.0921
C -6.58 -1.97 -5.40  -0.1091
H 4.10 0.26 4.80  0.0553
O -1.50 4.92 3.29  -0.1760
C 4.81 -0.04 5.57  -0.0439
H -0.22 -6.82 8.52  0.0892
H 4.72 -8.86 -0.67  0.1244
C 3.34 3.41 2.86  -0.1992
C 2.16 5.99 -0.83  -0.1134
H -3.00 -5.69 1.26  0.1204
H -4.02 -5.13 -1.12  0.1158
H 5.95 2.09 6.88  0.1217
H 3.77 -0.37 1.43  0.0778
H -1.13 -3.49 -1.58  0.0821
O -2.51 -3.68 0.67  -0.1474
H 4.64 -3.45 -0.93  0.0775
H 0.58 -4.48 1.03  0.0816
O -0.26 5.57 -0.48  -0.1980
C -9.62 -2.34 -3.36  -0.1264
H -0.88 3.06 2.48  0.1059
O -2.23 -5.25 -2.00  -0.1805
H -1.58 -6.48 7.60  0.0922
H -3.16 4.94 -2.83  0.1255
H 4.94 -1.12 5.48  0.0884
H -2.70 -3.14 -2.48  0.0639
C -5.43 5.52 -8.16  -0.1774
H -5.28 5.71 -9.22  0.1185
H 3.32 6.44 1.55  0.1120
C 1.24 -4.55 1.89  -0.0703
H -6.95 2.11 -2.40  0.0646
H -2.45 -1.05 0.14  0.1092
C 0.86 -0.66 6.21  -0.1538
C 1.04 -1.26 7.62  -0.1158
C -3.24 1.29 5.42  -0.1835
H 5.73 0.43 5.20  0.0756
H -5.06 2.64 -3.86  0.1008
H 3.46 8.19 1.37  0.1238
H 2.95 -5.34 -2.31  0.1263

2.
DFT (the ωB97M-V functional and the def2-TZVPD basis) results for a cluster of 5 separate species, C3H14O5 in total at a distorted geometry.

## Properties
Energy: -498.83181 Ha
E_LUMO: 0.24 eV
Energy relative to the best compared isomer or geometry (same formula, charge and spin): 48.2 kcal per mole
Spin multiplicity: 1
HOMO-LUMO gap: 0.317 Ha
Structure (SMILES): C/C=C/O.O.O.O.O

Last column: natural (NBO) charge in e.
Atoms and positions in Å:
H 3.14 0.75 1.61  0.4846
O 3.55 -0.15 1.71  -0.6805
O -0.78 2.20 -2.10  -0.9425
H -0.21 -1.52 0.06  0.1903
H 0.02 2.41 -2.49  0.4728
H 1.26 0.03 0.35  0.2053
C 2.78 -1.11 1.21  0.1727
H 0.85 -3.03 0.52  0.2152
O 0.02 1.78 0.57  -0.9626
O -2.24 -0.99 -1.71  -0.9555
H -1.79 -1.25 -2.49  0.4793
H -2.12 -1.60 -0.96  0.4780
H -0.34 0.92 0.40  0.4626
H 1.13 -2.29 -1.01  0.2070
H -3.35 0.46 1.47  0.4783
H -0.39 2.30 -0.19  0.4934
C 1.62 -0.90 0.59  -0.3526
O -3.24 1.30 1.99  -0.9649
H -1.45 2.83 -2.49  0.4838
C 0.82 -2.01 0.01  -0.6290
H 3.33 -2.05 1.31  0.1775
H -2.60 1.92 1.62  0.4869

3.
DFT (the ωB97M-V functional and the def2-TZVPD basis) results for a structure of composition C44H49N5O3P3PdS2 at a distorted geometry.

## Properties
Charge: +2
⟨S²⟩: 0.760
Energy: -4153.49630 Ha
E_LUMO (alpha / beta): -6.27 / -7.56 eV
Spin multiplicity: 2
HOMO-LUMO gap (alpha / beta): 0.234 / 0.177 Ha

Last column: Mulliken spin population.
Atoms and positions in Å:
C -1.67 -2.29 -2.43  0.0002
C -1.62 3.60 -2.89  -0.0004
C -2.68 1.60 -4.55  0.0005
C 1.99 -3.30 -1.78  0.0054
N 0.02 -1.37 2.28  0.0133
H 4.55 1.52 -1.00  0.0012
C -0.04 4.46 0.07  -0.0012
C -2.21 3.93 -4.09  0.0003
C 1.31 -1.32 -2.97  0.0235
N -1.05 2.33 4.06  0.0053
H -5.16 -0.10 0.29  0.0000
H -5.78 1.55 2.02  0.0001
C -1.54 2.27 -2.47  -0.0013
H -3.22 3.19 -5.85  0.0000
C -2.85 -1.61 -4.47  0.0007
H 3.83 -4.17 -2.43  -0.0008
C 2.57 3.94 -0.70  0.0019
C -3.27 0.81 -0.10  0.0028
H -2.53 -1.78 0.66  -0.0155
H -1.56 0.05 4.67  -0.0009
H -2.87 1.60 4.84  0.0003
H -1.16 -2.01 5.22  0.0001
H -2.41 3.21 5.36  -0.0001
H 0.49 3.60 3.40  -0.0001
N 0.04 1.35 2.22  0.0170
H 5.78 2.45 -0.09  -0.0002
H 4.23 -2.50 -4.19  0.0004
S 2.83 0.47 3.14  0.7443
C 6.32 0.40 -0.48  0.0028
H 5.41 -2.99 1.04  0.0002
C -1.98 -3.61 -2.72  0.0003
C -2.14 -4.78 2.15  -0.0004
H -2.05 3.52 1.52  0.0010
H -3.12 0.87 -5.21  0.0003
C -0.43 3.64 3.98  -0.0007
H -1.63 -4.39 -2.07  0.0000
H 2.61 -0.64 -4.51  -0.0001
P -0.86 1.85 -0.86  -0.0027
O 4.61 1.30 1.05  0.0021
H -1.22 4.38 -2.25  -0.0001
C -4.48 0.70 0.54  -0.0011
H 3.58 3.76 -1.03  -0.0003
H -3.17 -0.87 -5.18  0.0002
H 4.06 -2.48 -0.02  0.0115
C 3.45 -3.19 1.93  0.0023
H 2.48 -2.68 1.88  0.0015
N -0.84 -2.19 4.28  0.0000
C 1.06 -2.28 -1.99  -0.0092
H -1.11 4.37 3.53  0.0003
C -2.37 1.84 0.21  -0.0015
P -0.50 -1.97 -1.09  0.0032
C -1.07 -5.25 1.42  0.0002
H 6.95 0.70 -1.32  0.0001
C -4.83 1.62 1.52  0.0027
H -3.00 0.10 -0.88  0.0038
H -1.07 4.70 0.30  0.0001
H -3.52 -3.17 2.44  0.0001
H 6.95 0.25 0.39  -0.0003
Pd 0.00 -0.06 0.38  -0.0042
C -0.51 -4.48 0.40  -0.0012
C -2.75 2.92 -4.92  0.0000
C -0.58 -1.19 3.40  0.0043
C 1.59 2.99 -0.90  -0.0093
S 2.39 -0.24 -0.19  0.2103
H -3.00 -4.96 -4.03  0.0000
H -1.57 1.83 6.06  0.0002
C 3.34 -2.44 -3.58  0.0074
H -2.56 -5.39 2.94  0.0000
H 1.86 -4.01 -0.98  0.0006
P 3.68 0.07 1.37  -0.0475
O 4.69 -1.16 1.44  0.0023
N -1.05 0.04 3.79  0.0043
H -0.66 -6.23 1.62  0.0001
C 3.11 -3.38 -2.59  -0.0090
H 3.81 -3.14 2.95  0.0007
H 3.33 -4.23 1.64  -0.0002
O -1.81 -0.01 -2.88  0.0129
C 2.43 -1.40 -3.76  -0.0145
H -2.25 4.96 -4.41  0.0000
C -0.65 1.28 3.31  -0.0043
H -3.73 -3.17 -5.59  0.0000
C -3.16 -2.92 -4.71  0.0000
C -2.13 -2.76 0.87  0.0168
C 4.44 -2.49 1.01  -0.0060
C -2.13 -1.24 -3.31  0.0000
C 0.28 3.23 -0.50  0.0007
H -0.18 3.97 4.98  0.0001
C 2.26 5.13 -0.07  -0.0002
C 5.30 1.48 -0.20  0.0032
H 0.34 2.28 1.97  0.0128
C -3.94 2.63 1.85  -0.0011
H 0.29 -4.88 -0.19  0.0000
C -2.02 2.22 5.14  -0.0005
H 5.84 -0.54 -0.74  0.0005
H 0.70 6.33 0.77  0.0000
H 1.83 2.05 -1.40  0.0033
H 0.32 -2.33 2.14  -0.0032
C -2.72 2.74 1.21  0.0041
C -2.05 1.22 -3.35  0.0053
C -2.68 -3.53 1.88  0.0025
C -2.74 -3.94 -3.83  0.0003
C -1.03 -3.22 0.13  -0.0016
H -4.20 3.34 2.62  -0.0002
H 0.63 -0.48 -3.07  -0.0029
C 0.95 5.39 0.31  0.0001
H 3.03 5.86 0.11  0.0000
H -0.46 -3.11 4.11  0.0002

4.
DFT (the ωB97M-V functional and the def2-TZVPD basis) results for a structure of composition C18H36Br2F2KN5O18RbS4V at a distorted geometry.

## Properties
Energy: -10843.67162 Ha
E_LUMO: -5.81 eV
Spin multiplicity: 1
HOMO-LUMO gap: 0.035 Ha

Last column: Löwdin charge in e.
Atoms and positions in Å:
O 7.79 5.80 3.52  0.0669
S -6.04 1.45 2.70  0.4818
O 7.32 5.77 5.72  0.1789
H 5.26 4.18 2.39  0.1205
C -4.00 0.33 -1.61  -0.1042
H -1.33 1.37 0.45  0.1065
C -5.77 -3.10 -1.99  -0.2431
H 5.16 5.95 2.55  0.1314
F -7.55 1.06 2.53  -0.1457
O 8.64 -2.81 0.97  -0.6574
Br -2.18 -2.58 -3.63  0.1329
O 6.92 0.15 0.00  -0.2956
N 1.42 -1.04 1.57  -0.1610
H -7.09 -4.69 -2.59  0.1211
H 8.53 0.34 -2.06  0.1172
H -4.03 0.22 1.12  0.0543
Br -5.49 4.06 0.12  0.4350
O -6.58 -3.54 -4.21  -0.0679
H 9.36 0.32 2.51  0.0822
H -3.49 -1.41 -4.00  -0.1669
O -8.38 3.37 3.79  -0.2540
H -3.56 2.23 -0.62  0.0656
H -5.42 -4.87 -3.17  0.0990
O -0.49 -1.98 1.16  -0.2601
O -5.70 2.00 1.39  -0.5360
O -5.44 0.18 2.97  -0.2752
H 8.68 2.78 -1.51  0.0654
H -1.84 -0.17 -0.28  -0.0226
N -6.03 2.39 3.93  -0.2767
C 9.56 2.23 -1.83  -0.0715
C -3.35 -0.26 -4.05  -0.2785
C 7.20 5.17 2.38  -0.1114
F -6.75 4.26 5.23  -0.1657
O 9.00 -3.56 -2.32  -0.6486
S -6.99 3.66 3.80  0.4762
H 9.70 2.40 -2.89  0.0836
C 8.41 -0.06 2.13  -0.1284
H 10.41 2.63 -1.28  0.0870
C 7.02 5.54 4.60  -0.5683
C -0.61 -0.95 2.07  -0.6709
O -4.80 -5.62 -0.98  0.0249
O 5.84 4.97 4.22  0.0541
K -1.24 -1.87 -0.79  0.7915
H -4.91 -2.55 -2.38  0.0701
O -6.52 4.69 2.93  -0.3422
H -3.69 -7.83 1.02  0.0920
O -6.82 -2.14 -1.80  -0.0795
H -5.50 -3.54 -1.03  0.0930
H 8.46 -1.13 1.92  0.0131
H -5.28 0.01 -3.26  0.1056
N 0.47 -0.37 2.37  0.0394
H -3.06 1.46 1.96  0.0861
O 9.35 0.44 -0.14  -0.2600
H 7.61 0.16 2.84  0.0767
S 8.02 0.79 0.65  0.5678
H -2.91 -8.17 -1.18  0.0936
H -4.74 -6.50 1.35  0.1027
H -1.31 3.28 -0.85  0.1602
H 7.33 5.78 1.49  0.1354
N -4.19 -7.03 0.70  0.1513
C 5.75 5.06 2.80  -0.1261
H -3.46 0.12 -5.06  0.0855
C -2.99 1.42 -1.04  -0.2789
O -0.18 2.79 -2.42  0.0800
C -3.03 0.55 1.37  -0.3563
H -3.40 -7.08 -2.42  0.1080
H -4.92 0.34 -1.04  0.1166
C -1.20 2.67 -1.77  -0.3245
H 10.27 0.21 -1.94  0.1254
C -4.30 0.48 -3.12  -0.2183
O 7.99 2.20 0.92  -0.2999
N -3.43 -7.36 -1.46  0.1599
C -2.18 0.77 0.11  -0.2181
H -4.37 1.53 -3.40  0.1146
C -6.21 -4.15 -2.98  -0.2521
S -2.30 -0.74 2.57  1.0485
O -2.15 1.80 -2.13  0.0174
H -2.33 -0.04 -3.77  0.0123
C 9.41 0.74 -1.55  -0.2436
Rb 2.13 1.21 0.72  0.9942
H -3.58 -0.70 -1.44  0.0842
C 0.90 -1.95 0.85  -0.1525
H 7.66 4.20 2.23  0.1068
V 8.83 -3.20 -0.69  0.9470
H -7.03 -2.72 -3.98  0.0708
H -7.53 -2.58 -1.31  0.0888
C -4.18 -6.60 -0.61  -0.6506
H 1.35 -2.66 0.09  0.1891

5.
DFT (the ωB97M-V functional and the def2-TZVPD basis) results for a cluster of 3 separate species, C4H8ClN3O2 in total at a distorted geometry.

## Properties
Energy: -931.98369 Ha
E_LUMO: 0.69 eV
Energy relative to the best compared isomer or geometry (same formula, charge and spin): 68.0 kcal per mole
Spin multiplicity: 1
HOMO-LUMO gap: 0.390 Ha

Last column: natural (NBO) charge in e.
Atoms and positions in Å:
Cl -0.27 1.53 -0.54  0.0427
C 0.97 1.27 1.95  0.7331
N -1.97 -1.05 1.66  -0.6172
H 2.69 1.58 -0.75  0.2238
H 2.46 -0.14 -0.60  0.2387
H 3.28 0.84 0.68  0.2340
N -1.84 -0.95 -3.19  -1.0880
H -2.10 -0.40 2.45  0.3945
H -1.26 -1.80 -3.18  0.3667
C 0.26 -1.02 0.56  0.2190
H -2.17 -0.87 -4.25  0.3570
H -2.64 -0.94 -2.60  0.3652
H -2.37 -1.89 1.83  0.3736
C 2.46 0.79 -0.12  -0.6277
O 0.63 0.80 3.00  -0.5604
C 1.09 1.06 0.51  0.1222
O 1.55 2.29 1.45  -0.4718
N -0.76 -1.11 1.14  -0.3053